#1
Molecular formula: C4H11PS
Method: DFT, wB97M-V/def2-TZVPD

The geometry in XYZ format:
```
17
Properties=species:S:1:pos:R:3:lowdin_charge:R:1
C -1.509 0.134 0.027 -0.0957
C 0.025 0.081 -0.023 -0.7706
C 0.524 1.413 -0.478 -0.1052
C 0.370 -0.902 -1.132 -0.0978
P 0.609 -0.591 1.577 0.4250
S 2.530 -1.170 1.881 0.0497
H -1.939 -0.646 -0.490 0.0395
H -1.990 0.187 0.938 0.0476
H -1.824 0.972 -0.641 0.1077
H 1.544 1.370 -0.760 0.0765
H 0.439 2.257 0.155 0.0788
H -0.016 1.679 -1.319 0.0613
H 1.036 -1.635 -0.524 0.0609
H -0.556 -1.318 -1.539 0.0717
H 0.969 -0.520 -2.008 0.1035
H -0.309 -1.545 1.763 -0.0353
H 0.096 0.235 2.574 -0.0176
```

Net charge ... 0
SMILES ... CC(C)(C)[PH2]=S
LUMO level ... 0.65 eV

---

#2
Molecular formula: C4H11PS
Method: DFT, wB97M-V/def2-TZVPD

The geometry in XYZ format:
```
17
Properties=species:S:1:pos:R:3:lowdin_charge:R:1
C 1.497 -1.609 0.057 -0.0988
C 1.483 -0.567 0.877 -0.4764
P 3.024 0.330 1.522 0.7859
H 0.703 -2.182 -0.318 0.0188
H 2.460 -2.036 -0.236 0.0499
H 0.526 -0.226 1.203 -0.0399
H 2.310 1.490 2.040 -0.1013
H 3.473 1.026 0.526 -0.2010
C -1.769 -0.536 -0.869 -0.2110
C -1.578 0.981 -0.948 -0.5631
S -1.089 1.701 0.711 0.6980
H -2.095 -1.057 -1.866 0.0935
H -0.865 -1.090 -0.506 0.0223
H -2.747 -0.837 -0.320 0.0909
H -2.475 1.545 -1.353 0.0853
H -0.561 1.160 -1.449 0.0704
H -2.298 1.909 0.929 -0.2236
```

Net charge ... 0
SMILES ... C=CP.CCS
LUMO level ... 0.83 eV

---

Which is the most stable structure? #1 is the most stable.

---

#1
Molecular formula: C22H24F3N2
Method: DFT, wB97M-V/def2-TZVPD

The geometry in XYZ format:
```
51
Properties=species:S:1:pos:R:3:lowdin_charge:R:1
F 0.977 6.081 -1.930 0.0565
C 0.514 4.940 -1.323 -0.2234
C -0.799 4.616 -1.632 0.0291
C -1.421 3.739 -0.698 -0.0440
C -0.794 3.244 0.429 -0.0544
C 0.544 3.526 0.659 -0.1878
C 1.153 2.969 1.954 -0.0133
C 2.414 3.841 2.330 -0.1463
C 2.737 5.157 1.886 0.0226
C 4.086 5.555 1.849 -0.2144
F 4.447 6.670 1.125 0.0571
C 5.126 4.789 2.370 0.0853
C 4.677 3.697 3.081 -0.2357
F 5.640 2.918 3.670 0.0506
C 3.384 3.197 3.087 0.0040
N 1.136 1.259 2.003 0.0781
C 2.270 0.630 1.336 -0.1584
C 2.676 -0.626 2.072 -0.1477
C 1.608 -1.681 2.028 -0.1264
N 0.285 -1.006 2.006 -0.0236
C 0.124 0.350 2.226 -0.1351
C -1.238 0.685 2.739 -0.1108
C -1.910 -0.258 3.754 -0.1534
C -2.708 -1.440 3.120 -0.2032
C -1.810 -2.508 2.542 -0.1725
C -0.760 -1.928 1.520 -0.1151
C 1.236 4.284 -0.302 0.0348
H -1.340 5.160 -2.417 0.1348
H -2.463 3.498 -0.815 0.1065
H -1.348 2.659 1.147 0.0837
H 0.332 3.169 2.767 0.1671
H 2.008 5.847 1.433 0.1380
H 6.192 5.085 2.305 0.1567
H 3.139 2.286 3.613 0.1252
H 2.099 0.481 0.272 0.1446
H 3.082 1.347 1.421 0.1130
H 3.573 -1.043 1.623 0.1297
H 2.922 -0.304 3.077 0.1203
H 1.759 -2.348 1.148 0.1370
H 1.645 -2.335 2.922 0.1445
H -1.949 0.820 1.903 0.1334
H -1.156 1.666 3.166 0.1017
H -2.600 0.330 4.377 0.1226
H -1.167 -0.703 4.412 0.1169
H -3.375 -1.889 3.873 0.1209
H -3.358 -1.026 2.331 0.1177
H -1.323 -3.098 3.339 0.1236
H -2.415 -3.188 1.943 0.1153
H -1.361 -1.400 0.770 0.1321
H -0.297 -2.815 1.034 0.1325
H 2.313 4.492 -0.304 0.1298
```

Net charge ... +1
SMILES ... Fc1cccc([C@H](c2cc(F)cc(F)c2)N2CCC[N+]3=C2CCCCC3)c1
LUMO level ... -3.20 eV

---

#2
Molecular formula: C22H24F3N2
Method: DFT, wB97M-V/def2-TZVPD

The geometry in XYZ format:
```
51
Properties=species:S:1:pos:R:3:lowdin_charge:R:1
C -2.230 -3.313 3.123 0.0235
N -1.476 -2.149 2.684 -0.0469
C -0.803 -2.010 1.505 0.0828
C -0.187 -0.736 1.459 -0.1132
C 0.633 -0.326 0.395 0.0955
C 1.246 0.970 0.336 -0.2129
C 0.470 2.130 0.594 -0.0385
C 1.054 3.379 0.676 -0.0259
C 2.442 3.543 0.548 -0.2445
C 3.043 4.901 0.681 -0.0394
C 3.222 2.407 0.270 -0.0136
C 2.639 1.160 0.113 0.0067
C -0.521 -0.073 2.739 -0.0808
C -0.118 1.063 3.440 -0.0047
C -0.685 1.361 4.692 -0.0473
C -1.591 0.488 5.312 -0.0453
C -1.920 -0.723 4.681 0.0084
C -1.354 -0.985 3.442 -0.1612
H -2.673 -3.083 4.093 0.0827
H -3.029 -3.548 2.410 0.1119
H -1.579 -4.190 3.232 0.1130
H -0.689 -2.819 0.775 0.1631
H 0.933 -1.104 -0.309 0.1308
H -0.593 2.007 0.816 0.1294
H 0.434 4.262 0.871 0.1314
H 4.123 4.884 0.506 0.0844
H 2.603 5.610 -0.033 0.0975
H 2.876 5.322 1.681 0.0962
H 4.314 2.526 0.199 0.1285
H 3.265 0.270 -0.020 0.1297
H 0.642 1.730 3.036 0.1103
H -0.432 2.296 5.207 0.1186
H -2.027 0.737 6.275 0.1153
H -2.622 -1.416 5.139 0.1097
C -1.894 -2.418 -4.523 -0.1421
C -1.581 -2.240 -3.015 -0.2064
N -0.360 -1.460 -2.949 -0.0186
C -0.191 -0.722 -4.178 -0.2608
C 1.293 -0.592 -4.424 -0.5378
F 1.577 0.265 -5.447 0.1282
F 1.936 -0.146 -3.307 0.1085
F 1.836 -1.809 -4.741 0.1160
C -0.926 -1.491 -5.287 -0.1054
H -1.761 -3.459 -4.851 0.1127
H -2.926 -2.094 -4.724 0.1100
H -2.425 -1.722 -2.523 0.1084
H -1.459 -3.222 -2.535 0.1043
H -0.196 -0.923 -2.107 0.0842
H -0.610 0.294 -4.134 0.1595
H -0.230 -2.056 -5.929 0.1242
H -1.493 -0.776 -5.897 0.1198
```

Net charge ... +1
LUMO level ... -5.08 eV

---

Which is the most stable structure? #2 is the most stable.